[1]
DFT (ωB97M-V with the def2-TZVPD basis set) results for a 11-piece molecular cluster, H22O11 overall.

## Properties
Orbital gap in eV: 9.91
Structure (SMILES): O.O.O.O.O.O.O.O.O.O.O

Each line ends with the Löwdin charge.
Cartesian coordinates (Å):
O1 -0.43215 0.60208 -0.83384  -0.085
H1 -0.98204 1.34381 -1.06122  0.014
H2 0.50536 0.94724 -0.64027  0.068
O2 -2.43241 -2.48860 -1.64126  -0.074
H3 -2.73624 -3.26039 -2.19537  0.069
H4 -2.77869 -1.70494 -2.06075  0.012
O3 0.98288 0.96952 -2.89452  -0.094
H5 1.90039 1.16759 -3.28529  0.088
H6 0.69318 1.85429 -2.65987  0.022
O4 -2.70827 0.99199 2.96065  -0.005
H7 -3.01747 1.62625 2.39017  -0.019
H8 -3.29980 0.28234 2.75842  0.025
O5 -5.22750 -1.18706 -0.73707  -0.096
H9 -5.60202 -1.49343 0.15742  0.080
H10 -4.34206 -0.96214 -0.42080  0.010
O6 -2.20023 4.40799 -0.87298  -0.076
H11 -2.81642 4.86050 -0.23785  0.064
H12 -1.38295 4.43915 -0.37963  0.018
O7 3.25009 -0.66367 0.33955  -0.091
H13 2.41787 -0.52482 -0.06968  -0.025
H14 3.64331 0.25266 0.24883  0.072
O8 4.14183 -2.33769 -0.92674  -0.097
H15 4.31228 -2.37730 -1.93657  0.092
H16 3.19734 -2.17597 -0.96614  -0.012
O9 4.79793 2.12033 1.96546  -0.021
H17 5.45382 2.10845 1.24639  0.054
H18 4.06999 1.93879 1.44068  -0.036
O10 -1.42433 -1.98061 3.35967  -0.010
H19 -1.03870 -1.89403 2.55460  -0.040
H20 -1.08627 -1.18841 3.77991  0.038
O11 1.18837 -1.66812 0.47597  -0.049
H21 1.88925 -2.30646 0.62314  0.054
H22 1.06367 -1.69938 -0.48101  0.052



[2]
DFT (ωB97M-V with the def2-TZVPD basis set) results for CH2N4O2 in the gas phase.

## Properties
Orbital gap in eV: 9.75
Structure (SMILES): Oc1nnnn1O

Each line ends with the Löwdin charge.
Cartesian coordinates (Å):
O1 0.17294 2.11671 0.15076  0.160
C1 0.48148 0.84511 0.12480  -0.300
N1 1.55575 0.23275 0.15569  0.078
N2 1.36967 -1.15948 -0.02110  -0.031
N3 0.15299 -1.45699 -0.21407  -0.064
N4 -0.64719 -0.41672 -0.14878  -0.017
O2 -2.14074 -0.88840 -0.09057  -0.025
H1 0.94190 2.58292 -0.02646  0.094
H2 -1.88680 -1.85589 0.06973  0.105



Calculated max |F| in order - 4.9 4.1 eV/A